189
Properties=species:S:1:pos:R:3 method="wB97M-V/def2-TZVPD" homo_energy_ev=-8.836 homo_lumo_gap_ev=8.8 lumo_ev=-0.05 largest_force_ev_per_a=4.0
Zr -1.291 -2.891 0.065
C -0.668 0.802 0.788
C 0.251 0.165 -0.217
C 1.705 -0.092 0.388
O -0.300 -1.054 -0.653
H -0.721 0.286 1.747
H -1.705 0.885 0.463
H -0.279 1.739 1.187
H 0.320 0.837 -1.073
H 2.286 0.831 0.377
H 2.371 -0.717 -0.208
H 1.701 -0.504 1.397
C -2.792 -3.340 -4.057
C -1.906 -4.261 -3.269
C -0.626 -4.668 -4.014
O -1.593 -3.735 -1.963
H -2.330 -2.378 -4.283
H -3.587 -2.942 -3.427
H -3.336 -3.774 -4.895
H -2.489 -5.178 -3.186
H -0.789 -4.921 -5.062
H -0.027 -5.466 -3.577
H 0.074 -3.844 -3.874
C -2.574 -3.250 3.774
C -1.332 -2.458 3.513
C -0.314 -2.818 4.574
O -0.819 -2.582 2.172
H -3.345 -2.947 3.065
H -2.965 -3.022 4.766
H -2.427 -4.309 3.560
H -1.616 -1.419 3.678
H -0.669 -2.653 5.591
H 0.665 -2.338 4.574
H -0.111 -3.868 4.365
C -4.567 -1.143 -1.591
C -4.417 -1.476 -0.044
C -5.815 -2.031 0.385
O -3.411 -2.379 0.288
H -3.586 -1.170 -2.065
H -4.885 -0.147 -1.899
H -5.337 -1.742 -2.076
H -4.358 -0.493 0.425
H -5.989 -2.852 -0.311
H -6.685 -1.383 0.271
H -5.749 -2.498 1.368
C 7.594 -3.080 0.057
C 6.754 -2.630 -1.075
O 5.563 -2.008 -0.648
H 8.564 -3.448 -0.276
H 7.206 -3.775 0.801
H 7.843 -2.263 0.734
H 6.511 -3.474 -1.721
H 7.351 -1.929 -1.660
H 5.710 -1.408 0.087
C 2.193 -4.099 -1.719
C 1.250 -4.716 -0.749
O 0.727 -3.714 0.102
H 2.479 -4.837 -2.469
H 3.146 -3.765 -1.308
H 1.730 -3.279 -2.268
H 1.793 -5.482 -0.196
H 0.502 -5.268 -1.319
H 1.514 -3.526 0.620
C 7.523 1.286 2.106
C 6.970 0.781 0.687
O 5.822 0.162 1.131
H 8.382 1.953 2.028
H 7.768 0.405 2.699
H 6.780 1.837 2.682
H 7.564 0.039 0.153
H 6.664 1.611 0.049
H 5.272 0.881 1.450
C 2.963 3.321 2.189
C 3.562 3.578 0.808
O 2.585 3.693 -0.122
H 3.714 3.437 2.970
H 2.574 2.343 2.473
H 2.072 3.943 2.277
H 4.304 2.831 0.526
H 3.928 4.602 0.886
H 2.013 2.922 -0.124
C 0.346 6.857 2.322
C 0.138 6.834 3.844
O 0.642 7.991 4.371
H -0.311 6.185 1.770
H 1.336 6.473 2.078
H 0.105 7.835 1.906
H 0.587 5.990 4.368
H -0.934 6.787 4.037
H 0.559 7.860 5.318
C 4.541 -3.279 3.016
C 3.466 -2.279 2.522
O 2.849 -2.914 1.485
H 5.012 -3.048 3.971
H 5.353 -3.358 2.293
H 4.248 -4.316 3.186
H 3.968 -1.413 2.090
H 2.874 -1.965 3.382
H 3.525 -2.900 0.803
C 0.869 6.475 -3.922
C -0.333 5.754 -3.264
O -1.446 5.610 -4.069
H 1.478 7.037 -3.213
H 0.510 7.171 -4.680
H 1.534 5.727 -4.354
H -0.477 6.305 -2.335
H -0.049 4.758 -2.922
H -2.222 5.386 -3.551
C 5.885 -3.273 -5.008
C 4.470 -3.478 -4.565
O 3.969 -2.216 -4.242
H 6.540 -4.121 -4.806
H 6.362 -2.441 -4.490
H 5.852 -2.999 -6.062
H 4.432 -4.167 -3.722
H 3.838 -3.932 -5.328
H 4.481 -1.797 -3.547
C 1.102 1.894 5.702
C -0.119 1.329 5.103
O -1.206 2.138 5.430
H 1.510 2.783 5.220
H 1.942 1.210 5.584
H 0.935 2.032 6.771
H -0.074 0.311 5.490
H -0.066 1.293 4.015
H -1.954 1.836 4.908
C -5.099 4.094 4.593
C -5.764 3.380 3.413
O -4.783 2.924 2.470
H -5.784 4.038 5.439
H -4.856 5.154 4.515
H -4.180 3.569 4.852
H -6.371 4.156 2.948
H -6.286 2.473 3.719
H -4.278 2.233 2.905
C 3.194 2.361 -3.326
C 2.797 2.294 -4.824
O 3.461 3.307 -5.594
H 3.483 3.377 -3.059
H 4.014 1.740 -2.965
H 2.496 2.118 -2.524
H 1.723 2.478 -4.846
H 2.821 1.326 -5.325
H 2.867 3.589 -6.294
C -3.755 -6.200 1.596
C -2.901 -5.846 0.306
O -1.905 -5.006 0.736
H -4.620 -6.757 1.236
H -4.040 -5.288 2.122
H -3.262 -6.876 2.294
H -3.606 -5.398 -0.395
H -2.527 -6.777 -0.119
H -1.454 -5.518 1.412
C -5.039 0.897 -4.367
C -4.592 2.018 -5.367
O -5.541 2.196 -6.407
H -5.010 -0.086 -4.836
H -6.008 1.020 -3.884
H -4.226 0.801 -3.647
H -3.621 1.870 -5.839
H -4.560 2.954 -4.809
H -6.313 2.600 -6.002
C -3.499 2.902 -0.529
C -2.875 4.257 -0.452
O -3.551 5.060 0.455
H -4.528 2.989 -0.880
H -3.472 2.401 0.438
H -2.955 2.245 -1.207
H -3.016 4.708 -1.434
H -1.840 4.251 -0.110
H -3.450 4.564 1.271
C -0.861 0.219 -4.525
C 0.301 -0.601 -3.952
O 1.116 -0.953 -5.009
H -1.578 0.268 -3.705
H -1.377 -0.172 -5.402
H -0.578 1.226 -4.829
H 0.070 -1.498 -3.378
H 0.985 -0.016 -3.337
H 1.791 -1.507 -4.610
C -5.535 -1.131 5.339
C -5.173 -0.530 3.961
O -3.903 0.091 4.204
H -5.592 -0.383 6.131
H -4.916 -2.010 5.517
H -6.505 -1.628 5.308
H -5.953 0.194 3.728
H -5.200 -1.234 3.130
H -3.304 -0.614 3.944



50
Properties=species:S:1:pos:R:3 method="wB97M-V/def2-TZVPD" homo_energy_ev="-15.001 / -15.001" spin_multiplicity=8 homo_lumo_gap_ev="5.1 / 5.3" s2=15.759 lumo_ev="-9.95 / -9.73" charge=+2 largest_force_ev_per_a=6.7
C 2.874 -3.222 1.875
C 1.387 -3.835 2.131
O 1.378 -4.981 2.660
O 0.158 -3.109 1.820
C -0.271 -3.427 0.479
O 0.079 -4.568 0.028
C -1.192 -2.527 -0.482
C -0.495 -1.131 -0.977
B 1.024 -1.615 -1.266
N 2.295 -1.049 -0.712
O 1.181 -2.710 -2.230
O -0.866 -0.683 -2.341
C 0.017 0.469 -2.535
O 0.629 0.780 -3.589
C 0.068 1.215 -1.078
C -0.303 2.801 -1.039
C 1.037 3.633 -0.630
O 0.781 5.075 -0.534
C 2.014 5.588 0.047
O 3.100 5.460 -0.592
C -0.824 0.205 -0.143
C -2.364 0.514 -0.584
C -3.257 1.264 0.522
C -4.233 0.237 1.341
F -4.195 2.116 -0.232
C -0.431 0.323 1.398
F -1.335 -0.378 2.281
F -0.310 1.688 1.860
F 0.870 -0.251 1.720
H 3.498 -3.442 2.834
H 2.866 -2.065 1.760
H 3.436 -3.740 0.996
H -2.153 -2.232 0.090
H -1.497 -3.100 -1.427
H 2.626 -0.255 -1.283
H 3.020 -1.784 -0.607
H 1.485 -2.269 -3.070
H 1.104 1.238 -0.543
H -0.660 3.121 -2.095
H -1.162 2.963 -0.294
H 1.373 3.247 0.403
H 1.837 3.383 -1.418
H 2.012 6.073 1.102
H -2.952 -0.449 -0.860
H -2.434 1.173 -1.538
H -2.696 1.979 1.212
H -5.282 0.721 1.454
H -4.281 -0.802 0.860
H -3.808 0.198 2.418
Eu 4.850 -1.840 0.807



no.,calculated total energy (hartree)
1,-3302.4790
2,-2374.0353